# 1
The ion C5H12NO with charge +1, computed with wB97M-V/def2-TZVPD.

Computed properties:
LUMO (eV): -3.3
Energy relative to the best compared isomer or geometry (same formula, charge and spin) (kcal per mole): 51.2

The geometry in ORCA input format:
```
! wB97M-V def2-TZVPD RIJCOSX def2/J DEFGRID3
* xyz 1 1
C -1.157 1.956 -0.722
C -1.030 0.752 -0.215
N -1.026 -0.285 -1.293
C -0.439 0.301 1.138
C 1.039 0.039 1.119
C 1.534 -0.861 0.017
O 0.462 -1.921 -0.096
H -0.734 2.739 -0.072
H -1.355 2.156 -1.852
H -0.519 -1.086 -0.777
H -0.421 -0.353 -2.164
H -1.981 -0.605 -1.660
H -1.061 -0.509 1.468
H -0.858 1.192 1.692
H 1.581 1.018 1.242
H 1.302 -0.554 2.017
H 2.497 -1.346 0.382
H 1.602 -0.306 -0.959
H 0.564 -2.327 0.736
*
```



# 2
A structure of composition C16H9Cl2IN2O10Tl, computed with wB97M-V/def2-TZVPD.

Computed properties:
LUMO (alpha / beta) (eV): 2.1 / 2.1

The geometry in ORCA input format:
```
! wB97M-V def2-TZVPD RIJCOSX def2/J DEFGRID3
* xyz -1 1
Tl 0.129 0.128 0.246
O 0.899 3.301 3.477
C 0.948 2.433 2.453
O 0.055 1.578 2.182
C 2.034 2.345 1.498
C 3.223 3.049 1.446
C 4.117 2.761 0.401
C 3.852 1.816 -0.562
C 2.628 1.090 -0.509
N 1.789 1.411 0.536
C 2.252 0.085 -1.471
O 3.132 -0.163 -2.479
O 1.207 -0.648 -1.553
H 0.081 3.114 3.958
H 3.449 3.796 2.192
H 5.050 3.307 0.348
H 4.600 1.666 -1.329
H 3.908 0.399 -2.394
Cl -5.440 -2.219 -3.215
C -4.086 -1.263 -2.658
C -3.804 -0.083 -3.277
C -2.728 0.699 -2.849
I -2.357 2.489 -3.832
C -1.872 0.365 -1.794
O -0.913 1.146 -1.456
C -2.199 -0.921 -1.142
N -1.448 -1.391 -0.095
C -1.687 -2.515 0.526
C -2.760 -3.332 0.136
C -3.544 -2.927 -0.902
C -3.293 -1.709 -1.578
H -4.416 0.252 -4.103
H -1.018 -2.772 1.342
H -2.944 -4.260 0.658
H -4.375 -3.537 -1.225
O -1.441 1.208 1.709
O 2.762 -2.556 2.865
Cl 1.406 -2.154 3.085
O 0.514 -3.281 2.964
O 1.256 -1.523 4.360
O 1.035 -1.184 2.042
*
```



# 3
A cluster of 2 separate species, C8H16N2O in total, computed with wB97M-V/def2-TZVPD.

Computed properties:
LUMO (eV): -7.4
Energy relative to the best compared isomer or geometry (same formula, charge and spin) (kcal per mole): 94.0

The geometry in ORCA input format:
```
! wB97M-V def2-TZVPD RIJCOSX def2/J DEFGRID3
* xyz 2 1
C -11.103 -1.072 1.229
C -9.187 0.980 -0.958
C -11.151 -0.478 -0.905
C -8.096 1.573 -0.177
C 11.660 -1.765 -0.409
C 11.084 -0.541 -0.319
C 9.959 -0.214 0.409
C 9.754 1.253 0.914
N -9.852 -0.112 0.983
N -10.028 0.238 -0.275
O -11.757 -1.249 0.112
H -11.314 -1.520 2.168
H -9.525 1.363 -1.836
H -11.999 0.195 -1.230
H -10.758 -1.299 -1.590
H -8.013 0.968 0.762
H -7.100 1.392 -0.573
H -8.103 2.629 -0.212
H 12.630 -1.815 0.176
H 11.986 -1.863 -1.479
H 11.109 -2.735 -0.002
H 11.491 0.250 -1.003
H 9.099 -0.358 -0.244
H 9.912 -0.936 1.232
H 9.497 2.046 0.113
H 9.126 1.434 1.760
H 10.678 1.637 1.354
*
```



# 4
A structure of composition C27H35AsN4O6Ru, computed with wB97M-V/def2-TZVPD.

Computed properties:
LUMO (alpha / beta) (eV): -4.2 / -5.6
Energy relative to the best compared isomer or geometry (same formula, charge and spin) (kcal per mole): 0.7

The geometry in ORCA input format:
```
! wB97M-V def2-TZVPD RIJCOSX def2/J DEFGRID3
* xyz 1 6
O -1.293 0.528 -5.812
H -1.640 0.576 -6.720
Ru -0.657 0.307 -0.987
N -0.936 2.134 -0.263
N 0.401 1.393 -2.262
N -2.281 -0.467 -0.151
N -1.057 -1.231 -2.141
O -1.879 2.478 0.564
O -2.981 0.122 0.874
O -0.506 -1.389 -3.386
O 0.830 0.988 -3.418
C 0.709 2.652 -1.828
C 0.029 3.025 -0.635
C -2.584 -1.741 -0.483
C -1.921 -2.158 -1.670
C 0.234 4.224 0.214
H 0.572 3.971 1.234
H -0.704 4.786 0.313
H 0.978 4.882 -0.246
C 1.757 3.440 -2.535
H 1.478 3.643 -3.580
H 2.710 2.886 -2.537
H 1.901 4.405 -2.033
C -3.472 -2.596 0.340
C -2.109 -3.477 -2.327
H -4.108 -1.995 0.998
H -2.885 -3.300 0.950
H -4.102 -3.190 -0.335
H -1.471 -3.543 -3.217
H -3.163 -3.617 -2.614
H -1.857 -4.292 -1.630
H -2.643 1.108 0.828
H 0.077 -0.555 -3.520
C -2.219 1.274 -5.001
H -1.648 1.990 -4.401
H -2.753 0.593 -4.333
H -2.960 1.818 -5.628
O -4.360 2.204 -2.155
H -4.450 1.329 -1.738
H -3.933 2.726 -1.448
C 1.311 3.023 4.136
C 2.381 2.704 3.287
C 2.206 1.744 2.282
C 0.979 1.093 2.137
C -0.105 1.466 2.930
C 0.069 2.412 3.948
As 0.783 -0.331 0.764
C 2.670 -0.921 0.832
C 3.511 -0.690 -0.260
C 4.883 -0.935 -0.120
C 5.401 -1.419 1.091
C 4.535 -1.700 2.156
C 3.161 -1.464 2.024
C 0.056 -1.960 1.633
C 0.355 -3.187 1.036
C -0.135 -4.371 1.596
C -0.911 -4.318 2.759
C -1.190 -3.088 3.359
C -0.705 -1.901 2.797
H 1.460 3.739 4.950
H 3.350 3.192 3.410
H 3.027 1.513 1.602
H -1.086 1.034 2.757
H -0.773 2.666 4.592
H 3.092 -0.325 -1.197
H 5.557 -0.746 -0.954
H 6.477 -1.582 1.205
H 4.927 -2.099 3.094
H 2.480 -1.697 2.846
H 0.979 -3.214 0.146
H 0.105 -5.329 1.130
H -1.279 -5.243 3.206
H -1.777 -3.048 4.276
H -0.899 -0.947 3.268
*
```



# 5
A cluster of 2 separate species, C12H16N2 in total, computed with wB97M-V/def2-TZVPD.

Computed properties:
LUMO (eV): 0.8
Energy relative to the best compared isomer or geometry (same formula, charge and spin) (kcal per mole): 66.2

The geometry in ORCA input format:
```
! wB97M-V def2-TZVPD RIJCOSX def2/J DEFGRID3
* xyz 0 1
C -1.805 1.866 0.721
C -2.472 0.944 1.725
C -1.344 0.166 2.361
C -0.105 0.830 2.693
N 0.765 -0.244 2.811
C 0.046 -1.374 2.845
N -1.264 -1.163 2.524
H -1.317 2.664 1.171
H -2.478 2.350 0.007
H -1.076 1.424 -0.150
H -3.043 1.575 2.466
H -3.264 0.290 1.466
H 0.161 1.924 2.685
H 1.688 -0.110 3.121
H 0.483 -2.371 2.841
C -0.562 0.339 -3.067
C 0.508 -0.356 -2.355
C 1.618 0.432 -2.164
C 2.747 -0.205 -1.612
C 2.550 -1.432 -0.905
C 1.289 -2.034 -0.944
C 0.208 -1.662 -1.738
H -1.288 -0.372 -3.443
H 0.050 0.913 -3.794
H -1.244 0.931 -2.514
H 1.665 1.462 -2.442
H 3.603 0.364 -1.559
H 3.309 -2.045 -0.565
H 1.256 -2.938 -0.396
H -0.684 -2.168 -1.787
*
```



# 6
The ion C5H14N3 with charge +1, computed with wB97M-V/def2-TZVPD.

Computed properties:
LUMO (eV): -2.6
Energy relative to the best compared isomer or geometry (same formula, charge and spin) (kcal per mole): 105.5

The geometry in ORCA input format:
```
! wB97M-V def2-TZVPD RIJCOSX def2/J DEFGRID3
* xyz 1 1
C -1.477 -1.361 1.058
N -0.387 -0.621 0.231
C 0.346 -1.725 -0.455
C 0.447 0.332 1.063
C 1.384 1.184 0.252
C 0.663 1.870 -0.997
N -0.141 0.777 -1.557
N -1.027 0.041 -0.838
H -2.242 -1.804 0.556
H -1.047 -2.042 1.682
H -2.094 -0.670 1.590
H -0.370 -2.337 -0.831
H 0.980 -1.234 -1.235
H 0.955 -2.130 0.267
H 0.967 -0.278 1.803
H -0.184 0.979 1.659
H 2.247 0.652 0.056
H 1.651 2.015 0.835
H -0.100 2.733 -0.702
H 1.411 2.297 -1.561
H -0.216 0.585 -2.483
H -1.765 0.736 -0.393
*
```



no.,maximum force (eV/A)
1,3.9
2,4.2
3,8.6
4,3.6
5,6.9
6,5.2